This record from the Open Molecules 2025 dataset describes the ion C9H4NO4 with charge -1 at a distorted geometry. The level of theory is the ωB97M-V functional and the def2-TZVPD basis.

For the frontier orbital gap (alpha / beta), the calculation gives 7.62 / 7.62 eV. The LUMO energy (alpha / beta) comes out at 3.43 / 3.43 eV. As for the total charge: -1. Its SMILES is O=Nc1c([O-])oc(=O)c2ccccc12. The calculation puts the total energy at -19076.038 eV. Its HOMO energy (alpha / beta) is -4.20 / -4.20 eV. The calculation puts the largest force on an atom at 4.812 eV/Å.

Each atom is followed by the atoms it is bonded to, with distances in Å.
CARTESIAN COORDINATES (ANGSTROEM)
1 C -0.200 0.158 -1.074  C2 1.368, C3 1.374, H15 1.133
2 C 0.417 0.480 0.103  C1 1.368, C4 1.396, H16 1.091
3 C -1.109 -0.873 -1.083  C1 1.374, C5 1.337, H17 1.030
4 C 0.166 -0.105 1.346  C2 1.396, C6 1.384, H18 1.098
5 C -1.565 -1.292 0.102  C3 1.337, C6 1.506, C7 1.492
6 C -1.022 -0.810 1.421  C4 1.384, C5 1.506, C9 1.566
7 C -2.350 -2.560 0.105  C5 1.492, O11 1.186, O12 1.385
8 C -2.923 -1.705 2.661  C9 1.450, O12 1.628, O14 1.175
9 C -1.822 -0.768 2.766  C6 1.566, C8 1.450, N10 1.363
10 N -1.756 -0.047 3.921  C9 1.363, O13 1.277
11 O -2.376 -3.325 -0.800  C7 1.186
12 O -2.890 -2.700 1.373  C7 1.385, C8 1.628
13 O -1.021 0.960 4.197  N10 1.277
14 O -3.710 -1.939 3.500  C8 1.175
15 H -0.092 0.662 -2.083  C1 1.133
16 H 1.277 1.136 0.245  C2 1.091
17 H -1.452 -1.199 -1.998  C3 1.030
18 H 0.789 0.096 2.228  C4 1.098

In elementary charge units, the natural (NBO) charges are:
1. C -0.26
2. C -0.21
3. C -0.17
4. C -0.23
5. C -0.20
6. C 0.04
7. C 0.81
8. C 0.80
9. C -0.20
10. N 0.04
11. O -0.60
12. O -0.64
13. O -0.49
14. O -0.53
15. H 0.20
16. H 0.20
17. H 0.22
18. H 0.23



This record from the Open Molecules 2025 dataset describes a cluster of 2 separate species, CH3NOS2 in total at a distorted geometry. The level of theory is the ωB97M-V functional and the def2-TZVPD basis.

For the frontier orbital gap, the calculation gives 8.39 eV. The LUMO energy comes out at -1.72 eV. The calculation puts the total energy at -26291.610 eV. Its HOMO energy is -10.10 eV. Its relative energy (zero: lowest compared OMol25 entry of this formula, charge and spin) is 1.3586 eV. The calculation puts the largest force on an atom at 5.059 eV/Å.

Each atom is followed by the atoms it is bonded to, with distances in Å.
CARTESIAN COORDINATES (ANGSTROEM)
1 C 0.762 1.344 -1.695  N2 1.279, H6 1.041, H7 1.039
2 N 0.375 0.645 -0.697  C1 1.279, H8 0.935
3 O 0.195 -2.464 2.143  S5 1.427
4 S -1.908 -1.260 3.569  S5 1.918
5 S -1.002 -1.714 1.940  O3 1.427, S4 1.918
6 H 0.406 1.277 -2.671  C1 1.041
7 H 1.558 2.011 -1.642  C1 1.039
8 H -0.385 0.160 -0.946  N2 0.935

In elementary charge units, the natural (NBO) charges are:
1. C -0.02
2. N -0.58
3. O -0.82
4. S -0.27
5. S 1.09
6. H 0.14
7. H 0.15
8. H 0.32



This record from the Open Molecules 2025 dataset describes the molecule C3H2N2O3 at a distorted geometry. The level of theory is the ωB97M-V functional and the def2-TZVPD basis.

For the frontier orbital gap, the calculation gives 10.81 eV. The LUMO energy comes out at -0.64 eV. Its SMILES is O=C(O)c1cnno1. The calculation puts the total energy at -12261.395 eV. Its HOMO energy is -11.45 eV. Its relative energy (zero: lowest compared OMol25 entry of this formula, charge and spin) is 5.5870 eV. The calculation puts the largest force on an atom at 6.816 eV/Å.

Each atom is followed by the atoms it is bonded to, with distances in Å.
CARTESIAN COORDINATES (ANGSTROEM)
1 C 1.525 -0.110 -0.061  C2 1.537, O8 1.324, O9 1.235
2 C -0.003 0.046 -0.127  C1 1.537, C3 1.321, O10 1.381
3 C -0.862 1.046 -0.196  C2 1.321, H5 1.264, N6 1.395
4 H 1.018 1.812 0.000  O8 1.068
5 H -1.270 2.242 -0.169  C3 1.264
6 N -2.139 0.520 0.000  C3 1.395, N7 1.318
7 N -2.101 -0.773 0.253  N6 1.318, O10 1.346
8 O 1.829 1.149 0.209  C1 1.324, H4 1.068
9 O 2.247 -1.113 -0.034  C1 1.235
10 O -0.830 -1.059 -0.088  C2 1.381, N7 1.346

In elementary charge units, the natural (NBO) charges are:
1. C 0.77
2. C 0.12
3. C -0.22
4. H 0.52
5. H 0.31
6. N -0.24
7. N 0.16
8. O -0.65
9. O -0.51
10. O -0.25



This record from the Open Molecules 2025 dataset describes a cluster of 2 separate species, C5H12O in total at a distorted geometry. The level of theory is the ωB97M-V functional and the def2-TZVPD basis.

For the frontier orbital gap, the calculation gives 10.48 eV. The LUMO energy comes out at 1.01 eV. Its SMILES is C=CC.CCO. The calculation puts the total energy at -7425.116 eV. Its HOMO energy is -9.47 eV. Its relative energy (zero: lowest compared OMol25 entry of this formula, charge and spin) is 2.1952 eV. The calculation puts the largest force on an atom at 5.482 eV/Å.

Each atom is followed by the atoms it is bonded to, with distances in Å.
CARTESIAN COORDINATES (ANGSTROEM)
1 C 1.590 -1.891 0.009  C2 1.493, H4 1.053, H5 1.081, H6 1.098
2 C 1.033 -1.244 -1.216  C1 1.493, C3 1.389, H7 1.039
3 C 1.842 -1.028 -2.324  C2 1.389, H8 1.046, H9 1.015
4 H 2.238 -2.629 -0.371  C1 1.053
5 H 2.194 -1.176 0.549  C1 1.081
6 H 0.905 -2.476 0.636  C1 1.098
7 H 0.088 -0.816 -1.261  C2 1.039
8 H 1.498 -0.557 -3.193  C3 1.046
9 H 2.788 -1.387 -2.250  C3 1.015
10 C -1.698 1.698 1.461  O11 1.532, C12 1.550, H13 1.131, H14 1.079
11 O -0.887 0.465 1.873  C10 1.532, H15 0.987
12 C -1.671 1.735 -0.088  C10 1.550, H16 1.122, H17 1.062, H18 1.154
13 H -2.674 1.431 1.967  C10 1.131
14 H -1.270 2.540 1.983  C10 1.079
15 H -0.140 0.351 1.239  O11 0.987
16 H -0.674 2.099 -0.454  C12 1.122
17 H -1.962 0.785 -0.461  C12 1.062
18 H -2.471 2.495 -0.424  C12 1.154

In elementary charge units, the natural (NBO) charges are:
1. C -0.67
2. C -0.16
3. C -0.40
4. H 0.22
5. H 0.22
6. H 0.23
7. H 0.19
8. H 0.20
9. H 0.18
10. C -0.07
11. O -0.76
12. C -0.65
13. H 0.19
14. H 0.18
15. H 0.46
16. H 0.21
17. H 0.22
18. H 0.22



This record from the Open Molecules 2025 dataset describes the molecule C4H8OS2 at a distorted geometry. The level of theory is the ωB97M-V functional and the def2-TZVPD basis.

For the frontier orbital gap, the calculation gives 9.32 eV. The LUMO energy comes out at 0.67 eV. The calculation puts the total energy at -27993.901 eV. Its HOMO energy is -8.65 eV. Its relative energy (zero: lowest compared OMol25 entry of this formula, charge and spin) is 1.7995 eV. The calculation puts the largest force on an atom at 3.258 eV/Å.

Each atom is followed by the atoms it is bonded to, with distances in Å.
CARTESIAN COORDINATES (ANGSTROEM)
1 C 0.646 -0.717 0.221  C2 1.556, C3 1.501, H8 1.075, H9 1.110
2 C -0.255 -0.229 -0.950  C1 1.556, C4 1.490, H10 1.142, H11 1.115
3 C 0.141 -0.282 1.565  C1 1.501, S7 1.844, H12 1.044, H13 1.014
4 C -0.497 1.212 -0.663  C2 1.490, S6 1.778, S7 2.053, H14 1.036
5 O 1.375 1.981 1.289  S7 1.507
6 S -2.186 1.738 -0.848  C4 1.778, H15 1.376
7 S -0.064 1.534 1.318  C3 1.844, C4 2.053, O5 1.507
8 H 0.648 -1.780 0.060  C1 1.075
9 H 1.649 -0.274 0.045  C1 1.110
10 H 0.330 -0.480 -1.899  C2 1.142
11 H -1.054 -0.997 -0.832  C2 1.115
12 H -0.703 -0.818 1.864  C3 1.044
13 H 0.829 -0.413 2.298  C3 1.014
14 H 0.167 1.920 -1.027  C4 1.036
15 H -1.993 3.086 -1.047  S6 1.376

In elementary charge units, the natural (NBO) charges are:
1. C -0.40
2. C -0.45
3. C -0.60
4. C -0.46
5. O -0.97
6. S -0.01
7. S 1.16
8. H 0.21
9. H 0.22
10. H 0.24
11. H 0.22
12. H 0.22
13. H 0.24
14. H 0.24
15. H 0.14



This record from the Open Molecules 2025 dataset describes the molecule C4H8N2O at a distorted geometry. The level of theory is the ωB97M-V functional and the def2-TZVPD basis.

For the frontier orbital gap, the calculation gives 10.31 eV. The LUMO energy comes out at 0.76 eV. Its SMILES is N#C[C@@H](N)CCO. The calculation puts the total energy at -9303.704 eV. Its HOMO energy is -9.55 eV. Its relative energy (zero: lowest compared OMol25 entry of this formula, charge and spin) is 2.6888 eV. The calculation puts the largest force on an atom at 3.474 eV/Å.

Each atom is followed by the atoms it is bonded to, with distances in Å.
CARTESIAN COORDINATES (ANGSTROEM)
1 N -0.134 1.910 -0.962  C2 1.427, H8 1.010, H9 1.004
2 C 0.251 0.611 -0.512  N1 1.427, C3 1.516, C6 1.466, H10 1.260
3 C -0.952 -0.154 0.002  C2 1.516, C4 1.495, H11 1.095, H12 1.097
4 C -0.406 -1.257 0.852  C3 1.495, O5 1.613, H13 1.093, H14 1.086
5 O 0.760 -0.689 1.811  C4 1.613, H15 0.975
6 C 0.964 -0.105 -1.575  C2 1.466, N7 1.148
7 N 1.552 -0.724 -2.343  C6 1.148
8 H -0.856 2.447 -0.503  N1 1.010
9 H 0.654 2.520 -0.844  N1 1.004
10 H 1.048 0.615 0.463  C2 1.260
11 H -1.580 -0.546 -0.805  C3 1.095
12 H -1.565 0.518 0.615  C3 1.097
13 H 0.074 -2.052 0.276  C4 1.093
14 H -1.146 -1.638 1.549  C4 1.086
15 H 1.336 -1.457 1.977  O5 0.975

In elementary charge units, the natural (NBO) charges are:
1. N -0.83
2. C -0.17
3. C -0.43
4. C -0.06
5. O -0.77
6. C 0.28
7. N -0.33
8. H 0.37
9. H 0.36
10. H 0.27
11. H 0.24
12. H 0.22
13. H 0.19
14. H 0.20
15. H 0.48



Which formula does entry 4 have? C5H12O